Molecular formula: C2H9N2O3
Method: DFT, ωB97M-V with the def2-TZVPD basis set

Last column: Löwdin charge in e.
Positions of all 16 atoms, in Å:
O1 1.053 -1.347 0.357  0.07
O2 -1.110 1.497 -0.060  0.08
O3 0.620 -0.049 -1.501  0.07
N1 1.883 1.092 0.522  0.11
N2 -1.647 -0.807 0.089  0.27
C1 -0.651 0.331 0.437  -0.30
C2 0.687 -0.134 -0.138  -0.51
H1 1.366 -0.494 -1.925  0.14
H2 -1.228 -1.699 0.390  0.17
H3 1.953 -1.336 0.710  0.14
H4 -2.552 -0.652 0.550  0.18
H5 -0.804 1.645 -0.970  0.13
H6 1.428 1.992 0.450  0.04
H7 2.649 1.079 -0.146  0.05
H8 -0.599 0.381 1.529  0.18
H9 -1.785 -0.824 -0.932  0.18

Atomic forces in eV per Å
O -0.29 -0.32 -0.19
O -0.30 0.42 -0.24
O -0.49 -0.29 -0.17
N -2.57 -3.28 -0.85
N 0.09 0.03 0.01
C 0.46 -0.45 -0.02
C 3.32 3.68 1.63
H 0.00 0.02 0.06
H -0.25 0.08 -0.06
H -0.04 0.19 0.13
H 0.24 -0.08 -0.12
H 0.03 -0.08 0.07
H -0.12 0.21 -0.16
H -0.10 0.06 -0.19
H -0.02 -0.12 -0.19
H 0.03 -0.06 0.31

SMILES: NC(O)(O)[C@H]([NH3+])O
Total charge: +1
Energy above the lowest of the compared OMol25 structures with the same formula, charge and spin (kcal per mole): 24.57
Max |F| (Eh/bohr): 0.1015
Total energy (a.u.): -416.56015
Frontier orbital gap (Eh): 0.379